Entry 1:
# C18H97FN2O41S

A 40-piece molecular cluster, C18H97FN2O41S overall at a distorted geometry (ωB97M-V with the def2-TZVPD basis set, the Open Molecules 2025 dataset).

Properties
Lowest unoccupied orbital energy ... -0.32 eV
Net charge ... 0

XYZ file:
```
160
Properties=species:S:1:pos:R:3:forces:R:3
S -3.76142 0.59603 -2.60373 0.061 -0.088 0.077
F 1.05537 0.33006 -4.01354 0.496 -0.049 -0.077
O 3.88960 5.63344 4.20231 -0.074 -0.049 -0.032
O 0.73496 -4.79283 1.34577 -0.011 -0.195 0.269
O -4.71003 -4.67150 -1.39702 0.084 -0.304 0.138
O -9.43138 -5.22131 2.95920 -0.016 0.078 0.099
O 2.46211 -6.84583 0.69365 0.181 -0.217 -0.058
O 3.56074 9.62825 -6.70611 -0.025 0.024 0.021
O -7.19260 -3.18664 4.15553 0.030 -0.017 0.071
O 0.92562 2.87315 -2.26230 0.144 0.120 -0.148
O 11.03858 3.35012 -1.56975 -0.035 -0.085 -0.085
O -7.23340 8.01118 0.42936 0.039 0.014 -0.102
O 3.71946 -0.01736 2.07450 -0.955 0.225 0.832
O -2.24710 -4.21050 -3.20846 -0.024 0.030 0.036
O -4.61076 -7.98482 -2.02824 0.018 0.011 0.031
O -1.29085 -3.67821 3.31764 -0.381 -0.235 0.508
O -7.12475 -0.23475 4.28407 -0.129 -0.138 0.310
O 3.13775 5.16850 -4.23717 -0.128 0.146 -0.264
O -7.12176 10.38725 2.20990 0.077 0.104 0.033
O -4.47913 -3.14596 -5.29209 -0.013 -0.090 -0.006
O 3.21571 1.00532 6.44498 0.040 -0.052 -0.034
O 2.19042 8.17845 -4.24068 -0.036 0.059 -0.068
O 11.52783 0.71412 -3.09552 -0.096 0.073 -0.028
O 1.53015 -2.51468 3.27086 0.442 -0.113 -0.345
O -6.50292 -9.76299 -0.20439 0.138 -0.097 0.008
O 6.77518 0.29323 -1.63917 0.143 -0.222 0.036
O -1.38444 0.80670 6.94436 -0.155 0.053 -0.025
O 6.86685 -5.30638 -0.27999 0.042 -0.010 -0.068
O -8.94387 6.06284 -1.04719 -0.198 -0.018 -0.160
O 5.42687 3.27445 2.58348 -0.219 0.074 0.057
O -0.77459 1.54786 -0.23958 -0.117 0.127 0.051
O -0.31364 -1.34992 5.17412 -0.169 0.119 -0.118
O 4.11975 0.07665 -0.11511 0.432 -0.412 0.160
O 5.88905 5.63262 0.32591 -0.012 -0.027 0.068
O -0.74739 2.68635 -5.69997 0.155 -0.023 0.027
O 8.66949 1.96176 -0.18196 0.130 -0.055 -0.066
O -3.38032 -0.85652 4.93685 0.002 0.075 0.128
O 3.76260 -3.77012 0.85535 -0.150 -0.048 0.389
O 2.13991 2.04326 3.38460 0.235 -0.050 0.152
O 3.86704 2.13411 -3.95733 0.009 0.202 0.068
O 8.26871 -2.54210 -0.52084 -0.265 -0.151 -0.004
O -7.30595 -1.50725 -1.14579 -0.044 -0.007 0.060
O -8.00027 2.99254 -0.84652 -0.094 0.035 -0.096
N -0.89561 -2.61596 0.77207 0.264 0.059 -0.294
N -2.96303 -1.76238 -0.83060 -0.515 0.358 -0.779
C -5.37735 -0.28217 1.54175 0.210 -0.255 -0.427
C -5.84616 0.81806 0.83259 -0.056 0.070 0.091
C -2.13965 -0.12492 -2.46255 -1.033 0.617 -0.163
C 3.59285 -1.15169 -0.68198 -0.143 -0.146 -0.866
C 2.82184 -0.75986 -1.92101 -0.465 0.358 0.282
C 0.10744 -0.19163 -3.18933 -1.311 -0.026 0.174
C -3.91186 -0.85779 -0.29773 -0.451 -0.263 0.750
C 0.38660 -1.26247 -2.36418 0.481 -0.804 0.409
C -5.34062 1.11473 -0.43028 0.048 -0.440 0.550
C 4.49477 -0.13788 1.18361 0.758 -0.070 -0.058
C -4.38742 0.25885 -0.97224 0.503 0.300 -0.718
C -0.38306 -2.91293 -0.57887 -0.184 0.328 0.638
C -1.13570 0.40029 -3.25082 0.616 -0.126 -0.064
C -1.93361 -1.18902 -1.61027 1.093 -0.946 0.114
C -0.64360 -1.76481 -1.53486 0.151 0.373 -0.369
C 5.93385 -0.50197 1.40118 -0.246 0.155 -0.600
C -4.41992 -1.11280 0.97335 -0.097 0.220 0.147
C 1.80921 -1.81665 -2.41286 -0.154 0.604 -0.523
H 2.58335 1.22892 3.11032 -0.017 -0.034 -0.218
H -6.81337 -2.29905 4.16314 0.001 0.092 -0.168
H -5.59808 -4.75914 -1.76255 0.014 0.232 -0.111
H 2.97502 -1.67027 0.04425 -0.229 0.157 0.142
H 10.81164 3.73168 -0.71572 0.068 0.073 -0.012
H -4.84903 -4.64187 -0.44326 0.028 0.075 0.006
H -1.27922 1.23935 -3.91533 -0.290 0.098 0.002
H 0.04162 -0.45318 5.16767 -0.129 0.064 0.210
H 11.18924 0.92098 -3.97155 0.053 -0.042 -0.024
H -7.61578 9.95572 2.91388 -0.025 -0.085 -0.079
H 0.18124 2.67070 -1.67927 0.102 -0.114 0.213
H -0.24528 -1.92819 1.14069 -0.203 0.110 0.215
H -1.28478 -4.58536 3.64036 0.077 0.004 -0.030
H 3.06452 9.22921 -5.98047 -0.030 -0.110 0.097
H 2.84773 1.18965 5.57516 -0.063 0.129 -0.057
H 8.31213 1.30775 -0.79994 -0.188 0.093 -0.042
H 6.48898 -0.05886 0.58882 0.589 0.081 0.226
H 3.04064 5.68861 -5.04280 0.158 -0.061 -0.062
H 1.13086 -3.11343 2.62451 -0.214 -0.109 0.174
H 5.67278 5.13112 1.12091 0.010 -0.105 0.034
H 2.61597 -7.23696 -0.17351 0.057 0.095 -0.030
H -1.85034 -3.41845 -2.82087 0.006 -0.024 -0.180
H -9.07256 -4.42361 3.36708 0.160 0.010 -0.042
H 1.68652 -4.90963 1.32154 0.190 -0.088 -0.146
H -6.77491 11.19046 2.61034 0.006 0.008 -0.040
H 2.07724 2.56331 2.57677 -0.110 0.011 0.011
H 6.41793 0.41070 -2.52626 -0.014 0.063 0.012
H 4.63788 3.07843 3.10594 -0.004 -0.241 -0.041
H 3.75080 -3.34617 1.72644 -0.114 -0.024 -0.083
H 7.95389 -1.63332 -0.60744 0.048 0.020 -0.075
H -4.47164 -7.10249 -1.66391 -0.009 0.045 0.027
H 3.96370 10.41064 -6.31982 0.019 -0.003 -0.027
H 2.21511 8.61508 -3.38402 0.021 0.025 -0.013
H 11.72882 1.57242 -2.70275 0.032 0.015 0.125
H -6.27777 -10.53998 0.31538 -0.051 -0.001 0.006
H -6.61142 1.44708 1.26238 -0.056 0.128 -0.027
H -8.41299 2.46050 -1.53407 0.021 -0.052 0.035
H 1.14054 -1.66122 3.05830 -0.027 0.023 0.137
H -3.40472 -2.55135 -1.29330 -0.076 -0.027 0.095
H -9.94735 -5.63585 3.65665 -0.019 -0.029 -0.038
H -5.70997 -9.57700 -0.72318 -0.058 0.217 -0.073
H 2.01936 -2.02219 -3.46225 0.055 -0.137 -0.053
H 3.59505 4.37038 -4.52859 0.048 -0.107 0.137
H 0.67648 -3.11329 -0.49279 0.280 -0.084 -0.377
H 5.44686 2.56792 1.93000 0.099 0.056 -0.060
H -6.76803 0.56780 4.68014 0.140 -0.020 -0.087
H -7.80339 -1.90792 -0.42595 -0.021 0.012 -0.005
H -4.84541 -3.88382 -5.78771 -0.004 0.036 -0.039
H -3.64463 -1.58664 4.36990 -0.006 0.050 -0.090
H -6.49780 7.44898 0.69017 -0.058 -0.098 -0.057
H 3.85017 6.20516 3.42893 0.018 0.021 0.018
H 10.18524 3.22693 -2.00146 -0.050 0.045 0.072
H 3.41907 1.87494 6.80206 -0.026 0.004 0.026
H -8.40364 3.86628 -0.94228 0.105 0.140 0.121
H -8.79421 6.95005 -0.69249 0.317 -0.121 0.164
H -3.72156 -3.51952 -4.82512 0.113 0.007 0.165
H 6.04747 -1.58175 1.31076 -0.011 -0.120 0.102
H 1.91411 -2.75885 -1.89728 -0.026 -0.153 0.212
H 7.52971 -5.95064 -0.01344 -0.001 -0.009 -0.023
H 7.32466 -4.45903 -0.22208 -0.055 -0.012 0.327
H -1.65741 1.42218 -0.61109 0.028 -0.063 0.021
H 0.94760 2.13423 -2.87569 -0.060 -0.014 0.036
H 2.67871 -7.54970 1.31485 -0.023 0.044 0.040
H 6.01017 0.28511 -1.04723 -0.299 0.158 -0.372
H -0.35452 3.56568 -5.70195 -0.089 0.040 0.048
H 4.40728 -1.82843 -0.94564 0.203 -0.003 0.179
H 9.62198 1.81608 -0.20662 -0.012 -0.076 0.044
H -2.42373 -0.95539 5.01921 0.201 -0.199 -0.043
H 4.33333 4.84000 3.88769 0.107 0.207 0.026
H -2.17704 0.55493 6.45686 -0.040 -0.027 0.015
H -1.30179 -3.13514 4.11596 0.220 0.155 -0.107
H -7.64306 -0.63441 4.99304 -0.130 0.106 -0.039
H -4.97170 -7.82385 -2.90538 -0.007 -0.071 -0.009
H 6.28889 -0.14974 2.35981 0.014 -0.063 0.167
H 2.25752 0.13267 -1.64912 -0.002 0.113 0.060
H 3.48945 -0.43388 -2.71478 0.191 -0.142 -0.066
H -2.79978 -4.57508 -2.50442 -0.154 0.047 -0.075
H 6.79513 5.37681 0.12866 -0.003 0.006 -0.018
H -0.92107 1.60498 0.71071 0.038 0.034 -0.007
H 0.40899 -5.54452 0.84228 0.054 -0.076 0.048
H -5.70812 1.97579 -0.96441 0.007 0.102 -0.132
H -5.75064 -0.53234 2.52021 -0.162 0.174 0.074
H 2.99732 1.95639 -4.33134 0.011 -0.109 0.027
H 3.76114 -4.71537 1.05128 0.262 -0.070 -0.170
H -0.78073 -3.43299 1.37344 -0.113 0.531 -0.386
H -4.06650 -1.96713 1.53425 0.215 -0.100 -0.138
H -0.82508 -3.83504 -0.95690 -0.211 -0.063 0.044
H -1.72839 1.28490 7.70482 0.110 0.045 0.026
H -6.47446 -3.76315 4.43345 -0.067 -0.074 -0.006
H -0.02830 2.11157 -5.41688 0.014 -0.029 -0.100
H 7.84798 -2.99807 -1.25880 0.161 0.210 -0.231
H -9.34158 6.21195 -1.91026 0.000 -0.026 0.002
H -6.93840 -0.70166 -0.75590 0.031 -0.100 -0.057
H 2.18832 7.23967 -4.02556 0.036 -0.052 0.135
H 0.38024 -1.87662 5.58398 0.026 -0.059 -0.073
H 3.67198 2.54889 -3.10584 -0.069 -0.035 0.009
H -6.86857 8.90375 0.44547 -0.165 0.066 0.191
```
Positions in Å, forces in eV/Å.

These are the Mulliken partial charges, in e, on atoms 1 to 4: -0.5169, -0.5332, -0.6358, -0.6075

=====

Entry 2:
# C19H10Cl4NO6S

A 2-piece molecular cluster, C19H10Cl4NO6S overall at a distorted geometry (ωB97M-V with the def2-TZVPD basis set, the Open Molecules 2025 dataset).

Properties
Lowest unoccupied orbital energy ... 1.12 eV
Net charge ... -1
Relative energy (zero: lowest compared OMol25 entry of this formula, charge and spin) ... 110.57 kJ/mol

XYZ file:
```
41
Properties=species:S:1:pos:R:3:forces:R:3
Cl -2.80043 3.69018 2.12917 -0.105 0.155 0.033
Cl -2.61840 0.74405 0.98507 0.571 0.327 0.328
Cl 2.83380 0.99763 1.43823 -0.176 0.110 0.105
Cl 2.62917 4.00512 2.27408 0.240 0.363 0.235
S -0.27799 -2.54629 -0.38577 -0.682 4.369 0.784
O 0.70589 -3.28027 0.37347 1.351 -2.526 1.234
O -0.16290 4.92211 2.51601 0.135 -1.156 -0.619
O 4.50999 2.39639 -3.92922 0.265 -2.182 0.224
O 5.26998 0.33563 -4.00715 -1.663 1.174 0.798
O 0.31041 -0.36334 1.27437 -0.412 1.085 -0.307
O -0.45929 -2.82838 -1.79762 -0.922 -1.887 -1.955
N 4.42276 1.17491 -3.64292 2.107 1.413 -1.781
C 0.11134 1.06364 1.04918 0.522 0.355 2.376
C -4.28810 -2.73971 0.35351 0.119 0.112 0.071
C 1.32901 1.80562 1.49666 -0.482 1.442 0.044
C -0.07518 3.77597 2.09528 -0.260 0.620 0.730
C 1.35047 1.54839 -1.67070 -0.135 -0.857 0.138
C 2.17783 -0.73391 -1.38686 -0.746 0.064 0.425
C -1.95094 -2.53700 1.87668 -0.414 -0.050 0.189
C -3.04248 -2.74300 -0.27708 -0.451 0.123 0.220
C 3.29472 0.81223 -2.85761 -1.031 -0.463 1.246
C -4.36951 -2.62919 1.74448 0.041 -0.029 -0.066
C 3.15984 -0.47938 -2.32408 0.400 0.443 -0.443
C 1.23992 3.09678 1.91613 -0.347 -1.113 -0.564
C -1.19947 1.66307 1.37172 -0.644 1.237 0.452
C 0.16103 0.13662 -0.03827 0.028 -1.269 -1.806
C -1.88881 -2.66574 0.49227 0.353 -1.161 -0.639
C 2.38993 1.83405 -2.53460 0.119 -0.484 -0.025
C -1.29629 2.94181 1.83860 0.647 -1.150 -0.529
C -3.20090 -2.51732 2.50352 0.220 0.008 -0.272
C 1.26611 0.28065 -1.03252 0.640 0.266 -0.846
H -5.19104 -2.83286 -0.24812 0.089 0.044 0.159
H 3.83633 -1.27321 -2.63184 -0.026 0.281 0.088
H -0.79303 -0.15454 -0.49079 0.373 0.390 0.053
H 0.57162 2.29986 -1.52021 0.307 -0.168 0.279
H -1.03658 -2.44303 2.46098 -0.136 -0.118 -0.188
H -5.34197 -2.63877 2.23792 0.218 0.031 -0.115
H -2.96447 -2.79140 -1.36379 0.087 -0.141 0.247
H -3.25656 -2.42164 3.58638 -0.035 -0.019 -0.163
H 2.53323 2.82489 -2.94558 -0.111 -0.186 -0.014
H 2.11097 -1.73064 -0.92903 -0.057 0.550 -0.124
```
Positions in Å, forces in eV/Å.

These are the natural (NBO) partial charges, in e, on atoms 1 to 4: 0.0648, 0.0898, 0.1056, 0.0657

=====

Entry 3:
# C19H11Cl2F11N4O4S3Ti

C19H11Cl2F11N4O4S3Ti as an isolated structure at a distorted geometry (ωB97M-V with the def2-TZVPD basis set, the Open Molecules 2025 dataset).

Properties
Lowest unoccupied orbital energy (spin up / spin down) ... 1.97 / 0.51 eV
Spin multiplicity ... 2
Net charge ... -1
Relative energy (zero: lowest compared OMol25 entry of this formula, charge and spin) ... 157.59 kJ/mol
Expectation value of S² ... 0.78

XYZ file:
```
55
Properties=species:S:1:pos:R:3:forces:R:3
Ti 0.34447 -0.33332 0.95294 -0.712 0.806 -2.343
Cl -0.11251 3.46652 -1.54935 0.106 -0.064 -0.030
Cl 3.13156 -0.80865 -0.83485 0.089 0.019 -0.162
S 1.16500 -1.18454 3.21014 -0.770 -0.628 0.270
S -1.83299 0.53818 -0.42781 0.120 0.080 0.398
S -1.31166 -2.18575 2.89518 -0.402 0.253 -0.406
F -5.53734 3.98904 -0.14558 0.058 -0.015 0.026
F -4.39959 1.77669 -1.12496 0.030 0.017 0.024
F 2.43737 1.07391 1.59335 0.234 -0.171 0.120
F -3.54476 -1.36679 3.97634 -0.088 0.149 0.107
F -4.28053 5.44077 1.78291 0.000 -0.004 0.006
F -1.78591 -0.51649 4.90741 -0.086 0.074 0.030
F -0.74458 2.37375 1.80382 -0.128 0.055 -0.085
F 3.09328 1.16168 3.71796 0.165 -0.120 -0.347
F -2.49259 0.23930 3.00199 0.023 -0.018 -0.005
F 4.00986 -0.29449 2.38794 -0.123 0.366 0.112
F -1.87243 4.61075 2.73201 -0.034 -0.019 -0.024
O 1.47116 -1.65856 1.72878 0.666 -0.064 0.646
O -1.17987 -1.65449 1.50052 -0.392 -0.718 1.120
O -2.15508 -3.33262 3.00261 0.347 -0.251 0.012
O 0.27546 0.06169 2.85662 0.602 -0.072 0.492
N 0.72550 0.85574 -0.31162 0.382 0.443 -0.308
N 0.61520 -3.12537 -0.36878 -0.147 0.052 0.166
N 0.04268 -2.31015 3.67787 0.051 0.444 -0.262
N 0.16797 -1.92274 -0.79055 0.378 -0.066 0.188
C 2.05007 2.93790 -3.05568 -0.103 0.105 0.022
C -0.38894 -0.94706 -3.02381 0.027 0.006 0.053
C -1.91331 2.74962 1.28315 0.163 0.011 0.228
C -4.34762 3.59035 0.32609 -0.121 -0.041 -0.115
C 1.25780 2.50570 -2.00613 -0.073 0.197 -0.107
C -3.74724 2.44871 -0.16630 -0.197 0.043 -0.187
C 0.86210 -3.97462 -1.36782 0.071 -0.120 -0.029
C -2.33833 -0.84914 3.74571 0.121 -0.173 -0.013
C -3.71436 4.32845 1.30409 -0.018 0.117 0.057
C 0.54570 -3.29863 -2.52475 -0.020 0.051 -0.112
C 3.15733 2.20126 -3.43370 0.057 -0.004 -0.062
C 1.52036 1.31255 -1.31772 -0.226 -0.220 0.417
C -2.51721 1.99130 0.28935 0.220 -0.332 -0.194
C 2.67599 0.60102 -1.72263 -0.042 -0.036 0.147
C 1.41814 -5.33943 -1.12970 -0.025 0.053 0.035
C 0.12244 -2.02051 -2.11929 -0.139 0.081 -0.087
C 3.70789 1.09118 2.45084 -0.300 -0.266 0.052
C 3.47977 1.03551 -2.75429 0.042 -0.022 -0.023
C -2.49117 3.90475 1.78201 0.161 -0.036 0.096
H 0.96588 -5.80448 -0.25188 -0.001 0.025 -0.044
H 0.01748 -1.09170 -4.02481 -0.010 -0.002 0.007
H -1.47810 -0.98936 -3.08076 0.013 -0.007 -0.019
H 3.78042 2.54239 -4.24972 0.003 0.001 0.010
H 0.61661 -3.66726 -3.53587 -0.022 0.024 0.060
H 2.49668 -5.29263 -0.96748 -0.019 0.000 -0.010
H 1.23014 -5.97534 -1.99220 0.001 -0.006 0.003
H 1.79312 3.85971 -3.56072 0.007 -0.027 0.013
H 0.77351 -3.25664 0.61823 0.075 0.049 0.040
H 4.36150 0.46393 -3.01168 -0.024 0.013 0.010
H -0.12631 0.04840 -2.67741 0.010 -0.034 0.007
```
Positions in Å, forces in eV/Å.

These are the natural (NBO) partial charges, in e, on atoms 1 to 4: 1.5671, 0.0175, 0.0882, 1.7449